This record from the Open Molecules 2025 dataset describes C2H16FO6Zr as an isolated structure at a distorted geometry. The level of theory is wB97M-V/def2-TZVPD.

E = -682.91818 a.u.
Charge = +3
LUMO level = -16.1683 eV
Highest occupied orbital energy = -0.7167 Ha

Each line ends with the Mulliken charge.
CARTESIAN COORDINATES (ANGSTROEM)
Zr1 3.345180 -23.697377 -7.648429  2.153
F1 2.897913 -24.264700 -5.781735  -0.322
C1 0.499291 -27.160664 -6.463550  -0.543
O1 1.595239 -27.644299 -7.253525  -0.548
H1 0.786158 -26.386917 -5.750794  0.123
H2 -0.301818 -26.708722 -7.063112  0.323
H3 0.003565 -27.964674 -5.920948  0.342
H4 1.347396 -28.516632 -7.591598  0.346
C2 4.705728 -22.739556 -2.896420  -0.508
O2 4.981646 -23.884314 -3.674952  -0.386
H5 5.488832 -22.664161 -2.145457  0.270
H6 4.716100 -21.825045 -3.511103  0.271
H7 3.748692 -22.836618 -2.368316  0.307
H8 4.214369 -24.178128 -4.178120  0.303
O3 5.389618 -24.475792 -6.948469  -0.435
H9 5.638022 -25.421006 -6.880028  0.350
H10 6.223951 -23.970251 -6.826575  0.362
O4 3.358022 -25.935497 -7.893780  -0.431
H11 3.979313 -26.390492 -8.500623  0.361
H12 2.598068 -26.666148 -7.670442  0.450
O5 1.175858 -23.747461 -3.198221  -0.560
H13 1.692396 -23.551473 -3.981490  0.196
H14 0.959730 -24.687557 -3.237056  0.349
O6 1.790435 -22.199209 -6.983191  -0.539
H15 1.327781 -21.611058 -7.625370  0.399
H16 1.340344 -22.047500 -6.117826  0.367

Atoms 1-3, force components in eV/Å:
Zr -0.1 -4.1 5.8
F 0.6 1.4 -3.8
C -1.5 0.5 0.2